Molecular formula: C71H79N6O3
Method: DFT, ωB97M-V with the def2-TZVPD basis set

Last column: Mulliken charge in e.
Positions of all 159 atoms, in Å:
C 1.3362 -3.6599 7.3624  -1.031
N 1.4372 -4.2437 6.0459  0.226
C 0.5796 -5.2279 5.6240  0.303
O -0.3341 -5.6972 6.2978  -0.661
C 0.9402 -5.5341 4.1713  0.409
C -0.3090 -5.7080 3.3147  -1.692
C -1.0194 -4.3888 3.1708  -0.132
C -1.8270 -3.8959 4.1981  -0.071
C -2.2856 -2.5777 4.1554  -1.408
C -1.9309 -1.7417 3.0847  -1.062
C -1.1870 -2.2663 2.0194  0.310
C -0.8062 -3.6089 2.0300  0.076
N 1.7692 -4.3914 3.8130  0.573
C 2.0043 -3.9910 2.5487  -0.594
C 2.5459 -2.7527 2.2489  -0.387
C 2.6073 -2.1793 0.9522  -0.481
C 3.8688 -1.7397 0.4282  0.498
C 4.0586 -1.4002 -0.9387  -0.023
C 5.3275 -1.1045 -1.4282  -0.903
C 6.4477 -1.1217 -0.5778  -0.348
C 6.2782 -1.4251 0.7817  -0.823
C 5.0129 -1.6860 1.2832  -0.084
C 2.2456 -3.6356 4.9942  -0.852
C 3.7158 -3.7740 5.2370  -0.429
C 4.2086 -4.8168 5.9372  0.008
C 5.5850 -4.9572 6.3768  0.666
C 5.9953 -6.1303 7.0589  -0.464
C 7.2835 -6.2360 7.5736  -0.543
C 8.2014 -5.1861 7.4054  -0.426
C 7.8196 -4.0410 6.6955  -0.643
C 6.5286 -3.9189 6.1811  -0.399
H 0.6603 -4.2753 7.9581  0.368
H 2.3217 -3.6220 7.8377  0.300
H 0.9357 -2.6389 7.3027  0.345
H 1.5611 -6.4485 4.1905  0.230
H -0.0177 -6.1234 2.3473  0.433
H -0.9530 -6.4291 3.8329  0.560
H -2.0731 -4.5469 5.0423  0.484
H -2.8887 -2.1896 4.9785  0.423
H -2.2492 -0.6950 3.0682  0.544
H -0.8710 -1.6376 1.1817  0.958
H -0.2793 -4.0373 1.1736  0.555
H 1.7509 -4.7155 1.7623  0.694
H 2.9848 -2.1905 3.0850  0.701
H 1.7341 -2.2189 0.2986  0.333
H 3.1804 -1.3803 -1.5920  0.424
H 5.4533 -0.8298 -2.4769  0.426
H 7.4368 -0.8610 -0.9617  0.397
H 7.1354 -1.4261 1.4569  0.419
H 4.8826 -1.8660 2.3520  0.314
H 1.9941 -2.5637 4.9027  0.748
H 4.3544 -3.0135 4.7767  -0.104
H 3.5249 -5.6304 6.2113  0.224
H 5.2676 -6.9380 7.1761  0.366
H 7.5758 -7.1361 8.1121  0.375
H 9.2051 -5.2666 7.8224  0.375
H 8.5302 -3.2276 6.5454  0.370
H 6.2242 -3.0169 5.6433  0.348
C -1.6097 5.4324 -2.3660  -1.556
C -0.1362 5.7795 -2.3029  2.678
C 0.5130 5.4377 -3.6445  -1.797
C -0.0955 7.3015 -2.0816  -1.884
C 0.6634 5.0267 -1.1870  0.569
C 1.9029 5.6116 -0.9103  -1.264
C 2.6460 5.2470 0.1992  -1.591
C 2.1864 4.2149 1.0085  -0.862
C 1.0706 3.4485 0.6628  -0.424
C 0.7034 2.2517 1.5974  3.360
C -0.7195 2.4012 2.1390  -0.961
C 1.6140 2.1542 2.8277  -2.658
C 0.8642 0.9298 0.8620  -0.829
C 0.3300 3.8165 -0.5048  -0.674
N -0.7709 2.9727 -0.9866  2.212
C -0.8099 1.9490 -1.9169  0.841
C 0.2529 1.1445 -2.2653  -1.069
C 0.3888 0.4967 -3.5568  -0.796
C 0.3354 -0.9178 -3.7046  0.393
C 0.1810 -1.4798 -4.9556  -0.827
C 0.1187 -0.6123 -6.0692  -0.295
N -0.7139 -0.9880 -7.1563  1.137
O -0.9911 -0.1306 -8.0266  -0.626
O -1.2042 -2.1413 -7.1467  -0.631
C 0.4782 0.7462 -5.9788  -0.393
C 0.6570 1.2808 -4.7162  -0.388
N -2.1686 1.8181 -2.2895  2.401
C -2.7667 0.8412 -3.2000  -1.868
C -3.0248 -0.4857 -2.7839  0.903
C -3.0668 -1.0899 -1.3551  2.320
C -4.4744 -1.6518 -1.0948  -1.917
C -2.7464 -0.1248 -0.2363  -1.115
C -2.0695 -2.2497 -1.2918  -1.420
C -3.3564 -1.4484 -3.7567  -0.504
C -3.4337 -1.1365 -5.0940  -1.371
C -3.3272 0.1905 -5.4771  -0.076
C -3.0856 1.2099 -4.5488  -0.076
C -3.1562 2.6676 -5.1035  2.194
C -3.6444 2.7159 -6.5597  -2.442
C -1.7632 3.2711 -5.0514  -1.199
C -4.1276 3.5347 -4.3094  -1.111
C -2.8885 2.5960 -1.3528  0.148
C -4.3410 2.6580 -1.1637  1.622
C -5.3125 1.8414 -1.8055  -0.339
C -6.6691 2.0866 -1.5952  -1.312
C -7.0847 3.1087 -0.7287  -0.704
C -6.1335 3.8902 -0.0534  -0.882
C -4.7787 3.6606 -0.2611  -1.571
N -2.0707 3.2980 -0.5910  -1.759
H -2.1202 5.5782 -1.4088  0.374
H -2.1137 6.0458 -3.1302  0.516
H -1.7451 4.3984 -2.6783  0.025
H 1.5372 5.8223 -3.6991  0.499
H 0.5567 4.3470 -3.7717  0.242
H -0.0624 5.8586 -4.4803  0.373
H 0.9100 7.7202 -2.1742  0.347
H -0.7293 7.7994 -2.8272  0.469
H -0.4895 7.5550 -1.0901  0.392
H 2.2858 6.3946 -1.5677  0.320
H 3.5643 5.7801 0.4542  0.360
H 2.7413 3.9985 1.9211  0.452
H -1.4546 2.5578 1.3496  -0.026
H -0.9959 1.4996 2.7035  0.197
H -0.7649 3.2658 2.8166  0.415
H 2.6596 1.9857 2.5483  0.507
H 1.5387 3.0531 3.4508  0.549
H 1.2998 1.3025 3.4468  0.359
H 1.8722 0.8364 0.4383  0.410
H 0.6918 0.0791 1.5353  0.279
H 0.1459 0.8549 0.0486  -0.730
H 1.1234 1.2070 -1.6200  0.790
H 0.3852 -1.5374 -2.8041  0.061
H 0.0135 -2.5414 -5.1058  0.469
H 0.5212 1.3370 -6.8884  0.459
H 0.9764 2.3197 -4.5835  0.668
H -4.7335 -2.4417 -1.8059  0.347
H -4.5302 -2.0826 -0.0864  0.485
H -5.2269 -0.8586 -1.1738  0.328
H -1.7840 0.3635 -0.4077  -0.533
H -3.5243 0.6345 -0.1180  0.207
H -2.6791 -0.6688 0.7130  0.559
H -1.0505 -1.8774 -1.4507  -0.229
H -2.1177 -2.7348 -0.3084  0.376
H -2.2788 -3.0136 -2.0488  0.476
H -3.5725 -2.4721 -3.4545  0.451
H -3.5949 -1.9163 -5.8401  0.397
H -3.4568 0.4134 -6.5346  0.381
H -4.6273 2.2402 -6.6595  0.448
H -3.7525 3.7617 -6.8722  0.413
H -2.9374 2.2387 -7.2489  0.467
H -1.3052 3.0544 -4.0810  -0.178
H -1.1151 2.8317 -5.8187  0.251
H -1.7910 4.3590 -5.1987  0.732
H -3.7925 3.6778 -3.2819  -0.086
H -4.2013 4.5280 -4.7748  0.566
H -5.1234 3.0761 -4.2874  0.393
H -4.9959 1.0476 -2.4859  1.452
H -7.4019 1.4722 -2.1234  0.485
H -8.1492 3.2990 -0.5911  0.397
H -6.4391 4.6856 0.6249  0.449
H -4.0106 4.2516 0.2416  0.382

Output
Net charge: +1
E_HOMO (eV): -8.95
Relative energy (zero: lowest compared OMol25 entry of this formula, charge and spin) (eV): 0.000
HOMO-LUMO gap (eV): 3.9